Entry 1:
{
  "formula": "C4H9O2",
  "method": "ωB97M-V with the def2-TZVPD basis set",
  "species": ["C", "C", "O", "O", "H", "H", "H", "C", "C", "H", "H", "H", "H", "H", "H"],
  "coordinates": [[-2.0358, -0.0509, 1.4888], [-2.0014, 1.3191, 0.7832], [-1.9145, 1.3451, -0.4077], [-2.0323, 2.3185, 1.5461], [-1.7155, 0.1620, 2.4763], [-1.5375, -0.8077, 0.9460], [-3.0701, -0.2389, 1.2040], [1.1253, -0.5206, -1.2183], [2.5546, -0.5086, -0.8549], [0.5318, -0.3500, -0.2194], [0.7818, 0.3238, -1.7810], [0.5071, -1.3775, -1.6686], [2.6269, -0.5507, 0.1832], [3.0125, 0.3544, -1.2215], [3.1671, -1.4178, -1.2562]],
  "homo_lumo_gap_ha": 0.270,
  "total_charge": -1,
  "multiplicity": 1
}

---

Entry 2:
{
  "formula": "C4H9O2",
  "method": "ωB97M-V with the def2-TZVPD basis set",
  "species": ["C", "C", "H", "H", "H", "H", "H", "H", "C", "C", "O", "O", "H", "H", "H"],
  "coordinates": [[-0.5892, 2.8259, -0.9196], [-0.1270, 1.4362, -0.5701], [-0.0555, 3.6154, -0.3502], [-0.4548, 3.0453, -1.9719], [-1.5625, 2.9446, -0.4936], [0.1291, 1.4201, 0.4831], [-0.6215, 0.4635, -0.6414], [0.7329, 1.0777, -1.1843], [-0.0649, -2.8557, 0.6024], [0.9458, -1.7573, 1.1058], [0.6454, -1.3898, 2.2674], [1.8378, -1.5036, 0.2577], [0.4233, -3.5523, -0.0741], [-0.8447, -2.3819, 0.0230], [-0.3942, -3.3880, 1.4658]],
  "homo_lumo_gap_ha": 0.270,
  "total_charge": -1,
  "multiplicity": 1
}